(1)
This record from the OMol25 dataset describes 2 unconnected molecules or ions with the total composition C3H11N2S. The level of theory is the ωB97M-V functional and the def2-TZVPD basis.

Properties
Energy   -628.36410 Eh
HOMO   -12.727 eV
Total charge   +1
Relative energy (zero: lowest compared OMol25 entry of this formula, charge and spin)   0.355 eV
Kohn-Sham gap   8.874 eV
Max |F|   0.027 Eh/bohr

The geometry in XYZ format:
```
17
Properties=species:S:1:pos:R:3:lowdin_charge:R:1
C 1.113 0.180 -2.284 -0.15
C -0.059 0.955 -1.663 -0.63
S 0.338 2.267 -0.502 0.73
H 1.877 -0.179 -1.599 0.07
H 1.549 0.839 -3.033 0.08
H 0.710 -0.663 -2.846 0.08
H -0.560 1.441 -2.496 0.06
H -0.786 0.293 -1.193 0.05
H 1.563 2.537 -0.977 -0.11
N 0.153 -0.355 1.582 0.19
C -1.007 -0.628 2.123 -0.16
N -1.326 -1.835 2.535 0.19
H 0.691 -1.083 1.145 0.14
H 0.300 0.601 1.209 0.03
H -1.750 0.143 2.284 0.17
H -2.171 -1.964 3.074 0.14
H -0.637 -2.550 2.640 0.13
```

(2)
This record from the OMol25 dataset describes 8 unconnected molecules or ions with the total composition C20H39N5O10. The level of theory is the ωB97M-V functional and the def2-TZVPD basis.

Properties
Energy   -1811.02084 Eh
HOMO   -1.142 eV
Total charge   -2
Kohn-Sham gap   2.335 eV
Max |F|   0.117 Eh/bohr

The geometry in XYZ format:
```
74
Properties=species:S:1:pos:R:3:lowdin_charge:R:1
N -0.317 -0.119 -0.516 0.34
H -0.335 0.638 -1.184 0.13
H -0.006 -0.951 -0.998 0.15
H -1.307 -0.180 -0.327 0.13
H 0.231 0.152 0.288 0.15
N 1.608 0.007 -5.689 0.32
H 2.386 0.182 -6.309 0.15
H 0.816 -0.210 -6.278 0.14
H 1.530 0.874 -5.176 0.13
H 1.789 -0.737 -5.032 0.14
N 4.325 -3.416 2.332 0.36
H 4.670 -2.860 1.563 0.15
H 4.336 -4.383 2.040 0.16
H 3.399 -3.132 2.620 0.16
H 5.035 -3.209 3.020 0.16
N 2.425 4.726 0.747 0.33
H 1.674 4.896 0.093 0.15
H 2.311 3.835 1.208 0.15
H 2.433 5.418 1.482 0.15
H 3.359 4.995 0.472 0.15
C 0.053 -0.572 7.012 -0.04
C 0.750 -0.641 5.724 -0.43
C 1.299 0.735 5.137 -0.38
O 1.686 0.777 3.934 -0.15
C 1.206 1.911 5.996 -0.06
C 0.730 1.909 7.272 -0.42
C 0.104 0.588 7.817 -0.34
O -0.441 0.456 9.012 -0.14
O 0.480 3.028 7.808 -0.07
O 0.754 -1.575 4.943 -0.09
H -0.371 -1.506 7.352 0.08
H 1.612 2.827 5.595 0.08
C 6.858 -3.732 -3.093 -0.07
C 6.944 -4.473 -4.207 -0.39
C 5.713 -4.805 -5.073 -0.40
O 5.771 -5.415 -6.195 -0.08
C 4.491 -4.338 -4.696 -0.07
C 4.296 -3.529 -3.540 -0.42
C 5.586 -3.097 -2.729 -0.36
O 5.601 -2.244 -1.791 -0.14
O 3.195 -3.205 -3.066 -0.13
O 8.187 -4.732 -4.501 -0.12
H 7.679 -3.521 -2.425 0.09
H 3.677 -4.667 -5.326 0.09
O -0.115 4.141 -3.171 -0.52
C -0.793 5.271 -3.753 -0.47
C -0.740 6.697 -3.197 -0.51
O 0.445 7.269 -2.697 -0.45
H -1.854 5.020 -3.732 0.05
H -0.557 5.313 -4.816 0.05
H -1.406 6.607 -2.338 0.05
H -1.234 7.382 -3.886 0.06
C -5.605 1.091 -0.989 -0.07
C -5.577 -0.350 -0.494 -0.28
N -4.460 -0.536 0.407 -0.22
C -4.306 -1.932 0.783 -0.27
C -3.880 -2.846 -0.358 -0.08
C -4.662 0.248 1.627 -0.26
C -5.873 -0.014 2.550 -0.08
H -6.275 1.064 -1.848 0.07
H -4.621 1.497 -1.224 0.08
H -6.009 1.681 -0.167 0.07
H -6.413 -0.712 0.104 0.10
H -5.577 -1.062 -1.318 0.10
H -3.532 -1.931 1.550 0.12
H -5.271 -2.239 1.186 0.11
H -2.799 -2.985 -0.401 0.06
H -4.362 -3.784 -0.081 0.07
H -4.126 -2.600 -1.390 0.06
H -4.478 1.320 1.549 0.11
H -3.825 -0.147 2.203 0.10
H -6.854 -0.210 2.115 0.07
H -5.921 0.834 3.232 0.08
H -5.545 -0.792 3.239 0.07
```

(3)
This record from the OMol25 dataset describes a molecular structure, C25H28EuF5O2. The level of theory is the ωB97M-V functional and the def2-TZVPD basis.

Properties
Energy   -2329.34601 Eh
HOMO (spin up / spin down)   -2.357 / -2.357 eV
Total charge   -1
Relative energy (zero: lowest compared OMol25 entry of this formula, charge and spin)   4.007 eV
Kohn-Sham gap (spin up / spin down)   4.025 / 4.000 eV
2S+1   8
Max |F|   0.083 Eh/bohr

The geometry in XYZ format:
```
61
Properties=species:S:1:pos:R:3:lowdin_charge:R:1
O 1.018 -2.025 -1.243 -0.34
C 1.190 -2.954 -0.015 -0.07
C 2.399 -3.605 -0.673 -0.08
H 0.281 -3.561 0.116 0.12
H 1.482 -2.361 0.883 0.09
C 2.328 -2.486 -1.739 -0.54
H 2.254 -4.601 -1.116 0.11
H 3.247 -3.557 0.004 0.11
C 2.226 -3.049 -3.144 -0.01
H 1.715 -4.023 -3.136 0.09
H 3.239 -3.160 -3.531 0.09
H 1.676 -2.390 -3.817 0.09
C 3.344 -1.372 -1.519 0.01
H 3.651 -1.317 -0.452 0.09
H 2.934 -0.415 -1.866 0.10
H 4.218 -1.569 -2.139 0.08
Eu -0.813 -0.799 -1.495 1.70
C -1.140 3.432 -0.084 -0.21
C -1.263 2.806 1.178 -0.20
C 0.030 2.724 1.751 -0.22
H -2.169 2.449 1.650 0.06
C 0.972 3.199 0.781 -0.23
C 0.238 3.634 -0.360 -0.22
H 0.634 4.007 -1.302 0.05
H -1.960 3.698 -0.723 0.05
H 0.246 2.332 2.745 0.05
H 2.048 3.234 0.924 0.04
C -2.186 1.789 -2.719 -0.17
C -0.815 1.896 -3.031 -0.16
C -0.416 0.692 -3.678 -0.29
H -0.190 2.773 -2.850 0.07
C -1.577 -0.178 -3.754 -0.38
C -2.657 0.507 -3.104 -0.25
H -3.675 0.140 -2.958 0.09
H -2.783 2.573 -2.283 0.07
H 0.564 0.508 -4.109 0.06
H -1.630 -1.163 -4.222 0.06
O 1.609 -0.514 1.890 -0.20
C 2.768 0.330 2.113 -0.21
C 3.456 -0.390 3.270 -0.17
H 2.547 1.356 2.447 0.10
H 3.317 0.481 1.185 0.11
C 2.210 -0.522 4.167 -0.17
H 4.244 0.125 3.805 0.10
H 3.809 -1.399 2.966 0.11
C 1.310 -1.245 3.154 -0.18
H 1.765 0.492 4.288 0.12
H 2.287 -1.036 5.121 0.11
H 0.213 -1.274 3.358 0.13
H 1.657 -2.310 3.069 0.11
F -4.077 2.957 -0.791 0.02
C -4.200 1.818 -0.053 -0.27
C -3.323 0.785 -0.155 -0.02
C -3.454 -0.312 0.620 -0.27
F -2.484 -1.325 0.576 -0.10
C -4.546 -0.410 1.515 -0.16
F -4.703 -1.462 2.343 0.06
C -5.447 0.651 1.642 -0.15
F -6.372 0.692 2.633 0.07
C -5.270 1.783 0.843 -0.15
F -5.975 2.921 1.027 0.08
```

(4)
This record from the OMol25 dataset describes a single C5H14NP molecule. The level of theory is the ωB97M-V functional and the def2-TZVPD basis.

Properties
Energy   -594.96065 Eh
HOMO   -8.080 eV
Relative energy (zero: lowest compared OMol25 entry of this formula, charge and spin)   0.719 eV
Kohn-Sham gap   9.090 eV
Max |F|   0.071 Eh/bohr

The geometry in XYZ format:
```
21
Properties=species:S:1:pos:R:3:lowdin_charge:R:1
C -0.182 -1.938 1.022 -0.03
C 1.339 -0.483 -0.348 -0.09
C 0.548 0.382 1.945 -0.07
C -0.663 1.265 -2.491 -0.37
C 0.212 -0.384 0.668 -0.70
N -1.020 0.106 0.108 -0.26
P -0.810 1.713 -0.713 0.83
H -1.267 -2.026 1.206 0.08
H 0.002 -2.472 0.156 0.03
H 0.560 -2.190 1.794 0.08
H 1.937 0.366 -0.726 0.09
H 0.995 -1.143 -1.111 0.07
H 2.093 -1.033 0.194 0.08
H 0.122 -0.096 2.860 0.09
H 1.631 0.524 2.036 0.08
H 0.032 1.354 1.853 0.05
H -0.796 2.140 -3.032 -0.02
H -1.230 0.340 -2.785 0.05
H 0.398 1.047 -2.778 0.03
H -1.706 0.448 0.787 0.05
H -2.195 2.081 -0.646 -0.06
```

(5)
This record from the OMol25 dataset describes a molecular structure, C26H29HgN2O4. The level of theory is the ωB97M-V functional and the def2-TZVPD basis.

Properties
Energy   -1571.92198 Eh
HOMO (spin up / spin down)   -3.342 / -3.337 eV
Total charge   -1
Relative energy (zero: lowest compared OMol25 entry of this formula, charge and spin)   0.460 eV
Kohn-Sham gap (spin up / spin down)   4.856 / 4.323 eV
Max |F|   0.067 Eh/bohr

The geometry in XYZ format:
```
62
Properties=species:S:1:pos:R:3:lowdin_charge:R:1
C -0.969 -1.935 1.721 -0.19
C -2.384 -1.833 1.625 -0.18
C -2.763 -2.263 0.324 -0.20
H -3.056 -1.524 2.421 0.06
C -1.580 -2.587 -0.390 -0.24
C -0.467 -2.387 0.472 -0.24
H 0.573 -2.584 0.249 0.06
H -0.372 -1.727 2.608 0.04
H -3.782 -2.353 -0.045 0.06
H -1.545 -2.968 -1.408 0.06
C -2.933 2.331 0.016 -0.13
C -2.893 1.932 1.389 -0.04
C -1.536 2.064 1.834 -0.09
H -3.728 1.593 1.976 0.10
C -0.753 2.530 0.745 -0.14
C -1.616 2.676 -0.383 -0.16
H -1.333 3.028 -1.373 0.09
H -3.817 2.349 -0.609 0.08
H -1.140 1.804 2.808 0.08
H 0.308 2.699 0.801 0.08
Hg -0.251 0.176 -1.379 1.33
O -2.244 0.388 -2.025 -0.40
C -2.687 -0.607 -2.947 -0.36
C -1.599 -1.020 -3.892 -0.06
H -3.046 -1.496 -2.380 0.09
H -3.526 -0.232 -3.556 0.11
H -1.013 -1.916 -3.627 0.11
H -0.379 -1.964 -6.112 0.11
C -0.679 -0.917 -6.195 -0.04
C -1.311 -0.303 -5.061 -0.24
C -1.647 1.094 -5.185 -0.03
H -2.084 1.605 -4.320 0.11
C -1.424 1.777 -6.369 -0.10
H -1.667 2.836 -6.429 0.10
C -0.910 1.118 -7.497 -0.11
H -0.768 1.658 -8.439 0.09
C -0.545 -0.235 -7.392 -0.11
H -0.159 -0.753 -8.268 0.09
C 1.180 -1.197 4.686 -0.10
C 2.303 -1.386 3.675 -0.16
C 2.857 -0.096 2.996 -0.26
C 3.664 0.853 3.983 -0.16
C 2.880 1.435 5.130 -0.11
C 3.865 -0.560 1.934 -0.38
O 4.965 -1.017 2.206 0.08
N 3.431 -0.463 0.609 0.20
C 2.149 -0.214 0.202 -0.55
O 1.841 -0.425 -1.036 -0.16
N 1.257 0.241 1.074 0.16
C 1.706 0.662 2.293 -0.39
O 1.151 1.624 2.869 0.01
H 1.559 -0.815 5.640 0.05
H 0.697 -2.162 4.881 0.08
H 0.419 -0.503 4.307 0.08
H 3.148 -1.927 4.132 0.12
H 1.929 -2.022 2.856 0.12
H 4.538 0.294 4.355 0.11
H 4.073 1.678 3.372 0.12
H 2.691 0.688 5.892 0.05
H 3.416 2.264 5.591 0.07
H 1.935 1.815 4.740 0.06
H 4.069 -0.822 -0.093 0.16
```

(6)
This record from the OMol25 dataset describes a gas-phase ion, C11H14N3O (charge +1). The level of theory is the ωB97M-V functional and the def2-TZVPD basis.

Properties
Energy   -666.67409 Eh
HOMO (spin up / spin down)   -9.809 / -12.507 eV
Total charge   +1
Relative energy (zero: lowest compared OMol25 entry of this formula, charge and spin)   0.000 eV
Kohn-Sham gap (spin up / spin down)   6.951 / 4.923 eV
2S+1   3
Max |F|   0.079 Eh/bohr

The geometry in XYZ format:
```
29
Properties=species:S:1:pos:R:3:lowdin_charge:R:1
C -0.786 3.120 -2.471 -0.03
C -0.033 4.099 -1.826 -0.01
C -0.845 1.862 -1.944 -0.03
C 0.553 3.762 -0.592 0.06
C -0.402 1.476 -0.694 -0.03
C 0.367 2.511 -0.019 -0.15
C -0.040 0.230 1.348 0.04
C 0.666 1.241 1.891 -0.04
C -1.024 -2.195 0.229 -0.09
C 0.448 -2.635 0.554 -0.46
C -0.540 0.203 0.056 -0.20
N -1.018 -0.920 -0.482 0.10
N 0.679 -2.586 2.005 0.00
N 0.840 -3.925 -0.050 0.05
O 0.890 2.368 1.208 0.13
H -1.253 3.318 -3.433 0.13
H 0.026 5.130 -2.130 0.12
H -1.375 1.011 -2.404 0.12
H 0.981 4.429 0.037 0.10
H -0.010 -0.758 1.846 0.10
H 1.121 1.252 2.826 0.12
H -1.573 -2.950 -0.397 0.16
H -1.365 -2.070 1.224 0.10
H 1.020 -1.900 0.011 0.13
H -1.165 -0.870 -1.543 0.20
H 1.600 -3.154 2.226 0.15
H -0.087 -3.289 2.284 0.12
H 1.819 -4.052 -0.240 0.07
H 0.507 -4.707 0.480 0.07
```